The following is a DFT calculation (wB97M-V/def2-TZVPD) of 2 unconnected molecules or ions with the total composition C16H30BFNO3P2S in a non-equilibrium geometry.

Geometry as XYZ:
```
55
Properties=species:S:1:pos:R:3:forces:R:3
C -1.36457 -3.71792 0.46045 -0.49 -0.07 0.86
C -1.91942 -2.27168 0.18427 -0.08 -1.41 0.07
P -1.55383 -1.55892 -1.52472 -1.01 0.54 -0.51
C -0.97596 -2.89672 -2.70657 -0.26 -0.63 0.74
C -2.21833 -3.72578 -3.20715 0.82 0.51 0.10
B -0.26321 -0.05761 -1.45532 0.06 -0.87 -0.03
C -1.16937 1.29861 -1.52981 0.04 0.37 1.60
C -2.29010 1.38263 -0.40088 -0.03 0.51 -1.15
C -2.36350 2.80778 0.23672 -0.56 -0.01 -0.13
O -3.57271 1.18857 -1.04332 -0.17 0.31 0.18
N 0.68980 -0.28665 -2.63612 -1.05 2.10 -0.81
C 0.85511 0.69551 -3.43671 -0.07 -1.08 -0.16
C 1.72379 1.95819 -3.19822 -0.47 0.02 -0.99
C 0.15369 0.60544 -4.84032 1.37 -0.55 -0.12
P 0.83930 -0.14516 0.15948 1.16 -0.05 0.03
O 1.28402 -1.77904 0.32406 -1.32 1.42 0.48
O 0.06736 0.44057 1.55409 0.37 -1.51 -0.89
S 2.55186 0.83186 0.02207 0.15 -0.03 0.37
H -1.23396 -4.34438 -0.44072 -0.03 0.43 0.37
H -0.42372 -3.71871 1.04997 -0.40 0.16 -0.67
H -2.10954 -4.24161 1.10967 0.49 0.20 -0.45
H -3.02947 -2.33983 0.26561 0.72 0.17 -0.10
H -1.59623 -1.62285 1.02285 -0.03 -0.06 -0.70
H -0.50698 -2.43698 -3.59521 0.03 0.02 0.82
H -0.23176 -3.52586 -2.16049 -0.39 0.20 -0.73
H -2.71479 -3.13520 -4.00750 0.09 -0.40 0.60
H -1.85996 -4.67842 -3.64959 -0.43 0.32 0.31
H -2.92634 -3.88055 -2.36950 0.27 -0.20 -0.61
H -0.49244 2.17127 -1.36582 -0.50 -0.36 -0.47
H -1.73574 1.39582 -2.48463 0.70 -0.01 0.41
H -2.20677 0.57059 0.34476 0.31 0.57 -0.12
H -1.67281 3.51393 -0.27039 -0.22 -0.50 0.51
H -3.38446 3.21654 0.05036 0.59 -0.41 0.17
H -2.21247 2.81828 1.33256 0.19 -0.04 -0.56
H -3.46445 0.50601 -1.71560 0.17 -0.35 0.15
H 2.78731 1.65858 -3.32725 -0.63 0.13 0.33
H 1.57428 2.43926 -2.21909 0.15 -0.48 -0.34
H 1.50171 2.68303 -4.01414 0.15 -0.24 0.54
H -0.34905 -0.37648 -4.95172 0.19 0.66 0.36
H 0.95164 0.62282 -5.62543 -0.69 0.39 0.24
H -0.57790 1.42313 -4.98272 0.51 -0.24 0.08
H 2.12846 -1.82821 0.78334 0.28 0.22 -0.09
H 0.50057 -0.00826 2.29072 -0.04 0.17 0.31
F 3.01032 2.22854 7.75785 0.02 0.03 0.11
C 2.87174 1.87858 6.46118 -0.07 -0.15 -0.59
C 3.99193 1.51729 5.73399 0.18 0.01 0.13
C 3.84756 1.15278 4.40075 -0.27 0.06 0.13
C 2.58991 1.16317 3.80790 -0.07 -0.13 -0.10
C 1.47432 1.53367 4.55066 0.28 -0.05 0.08
C 1.61354 1.88876 5.88751 -0.13 0.07 0.16
H 4.96469 1.52272 6.21015 -0.04 0.01 0.03
H 4.71541 0.86117 3.82283 -0.02 0.03 0.01
H 2.48195 0.88202 2.76419 0.10 0.17 0.02
H 0.49485 1.54754 4.08780 0.02 0.04 0.01
H 0.75470 2.17212 6.48319 0.04 0.02 0.01
```
Positions in Å, forces in eV/Å.

Output
strongest force on any atom: 2.48 eV/Å
LUMO: 0.101 Eh
E: -2113.83519 Ha
total charge: -1

***

The following is a DFT calculation (wB97M-V/def2-TZVPD) of a molecular structure, C16H30Cl12Mg2O4 in a non-equilibrium geometry.

Geometry as XYZ:
```
64
Properties=species:S:1:pos:R:3:forces:R:3
Mg 0.31830 2.60151 -4.31497 0.06 -0.18 2.20
Mg 2.39790 3.60435 -1.68964 -1.27 0.47 0.90
C 0.70003 -0.21008 -1.07619 -0.55 -0.22 0.87
C 1.02084 1.06107 -1.72323 -0.45 1.50 -0.66
O 0.57336 1.30006 -2.92043 0.56 -0.04 0.03
O 1.63245 1.95821 -1.04857 0.57 -0.66 -1.19
H 1.56693 -0.86522 -0.96967 0.03 -0.03 -0.40
H -0.15511 -0.69378 -1.53115 0.16 -0.22 -0.27
H 0.41812 0.02178 -0.04363 -0.13 -0.09 -0.24
C -0.11637 6.34467 -3.05008 -0.65 -0.13 -0.08
C 0.82027 5.31163 -2.56412 1.08 -0.41 -0.43
O 1.83188 5.58923 -1.89104 -0.25 -0.69 0.05
O 0.72230 4.01937 -2.91175 -0.05 0.40 -1.26
H -1.05715 5.93605 -3.41557 0.04 -0.16 0.14
H 0.34217 6.86997 -3.89239 0.19 0.10 0.20
H -0.33160 7.04908 -2.24994 0.15 0.13 -0.04
Cl 1.93315 1.80338 3.24784 0.36 -0.05 0.04
C 2.25942 0.87401 1.76688 -0.09 0.57 -0.34
C 2.77204 -0.50309 2.05004 -0.26 -0.28 0.02
Cl 4.18335 -0.50087 3.10389 0.32 -0.03 -0.01
H 2.95067 1.42753 1.12928 0.17 0.08 0.40
H 1.32464 0.84613 1.20747 0.15 -0.13 0.38
H 3.04121 -0.97151 1.10314 0.05 -0.11 0.03
H 2.00389 -1.09555 2.53666 -0.06 -0.11 0.00
Cl 1.74089 -5.70469 1.79184 0.05 0.05 -0.03
C 0.89883 -4.42386 0.91228 -0.40 0.37 -0.17
C 0.11125 -5.00839 -0.23928 -0.27 0.19 -0.09
Cl -0.63263 -3.62962 -1.16260 0.02 -0.16 0.15
H 1.59061 -3.66929 0.54558 0.31 -0.23 0.00
H 0.21371 -3.90801 1.58496 0.02 -0.16 0.13
H -0.72573 -5.61012 0.09860 0.04 -0.08 0.05
H 0.69971 -5.57340 -0.95328 0.19 0.03 0.07
Cl 2.91945 -2.86705 -1.99875 0.15 -0.20 0.00
C 1.77741 -2.95083 -3.35277 -0.47 0.70 0.16
C 2.34071 -2.51450 -4.66402 0.08 -0.41 -0.35
Cl 2.70866 -0.75599 -4.70209 -0.13 0.16 -0.01
H 0.96748 -2.25942 -3.12849 -0.08 -0.10 0.23
H 1.32279 -3.93382 -3.43005 0.33 -0.21 0.08
H 1.56127 -2.73926 -5.38960 0.16 0.31 -0.30
H 3.26332 -2.99936 -4.95941 0.05 -0.14 0.08
Cl -3.42993 -0.18537 4.30797 -0.06 -0.11 -0.04
C -1.84762 -0.87492 4.78123 -0.54 0.51 0.17
C -0.75489 -0.22989 3.99721 0.30 -0.28 -0.28
Cl -0.89969 -0.68962 2.25873 0.31 -0.02 0.08
H -1.88385 -1.94613 4.62983 0.00 -0.12 0.06
H -1.73022 -0.62922 5.83319 0.11 -0.17 0.08
H 0.21243 -0.57572 4.35477 0.07 0.04 -0.08
H -0.78632 0.85133 4.00379 -0.06 0.10 0.23
Cl -5.44742 -2.02052 -1.61992 0.01 0.07 0.20
C -3.85103 -2.50605 -0.94727 -1.06 -0.16 -0.73
C -3.47758 -1.77728 0.29133 0.80 0.04 0.18
Cl -3.24397 -0.03176 -0.04002 -0.14 0.13 -0.01
H -3.17095 -2.31882 -1.76850 0.33 -0.11 0.13
H -3.94771 -3.57138 -0.75913 0.24 -0.06 0.07
H -2.49394 -2.14052 0.58632 -0.03 -0.04 0.10
H -4.14554 -1.91734 1.13399 -0.28 0.22 -0.12
Cl -2.46376 5.03492 2.86662 -0.04 0.09 -0.30
C -2.15593 3.40888 2.20681 0.51 -0.04 0.52
C -0.66553 3.15653 2.09023 -0.43 0.15 0.27
Cl 0.10108 4.22949 0.86103 0.18 0.09 -0.19
H -2.68669 3.25722 1.27498 -0.15 0.07 -0.02
H -2.51878 2.74577 2.99106 -0.16 -0.30 -0.29
H -0.43055 2.13372 1.81419 -0.21 -0.06 -0.15
H -0.19205 3.36637 3.04583 0.09 0.18 -0.22
```
Positions in Å, forces in eV/Å.

Output
strongest force on any atom: 2.21 eV/Å
LUMO: -0.352 Eh
E: -6850.72135 Ha
total charge: +2

***

The following is a DFT calculation (wB97M-V/def2-TZVPD) of a molecular structure, C16H30Cl12MgO4 in a non-equilibrium geometry.

Geometry as XYZ:
```
63
Properties=species:S:1:pos:R:3:forces:R:3
Mg -0.24209 -0.00521 -0.66311 -0.16 0.61 -0.76
C 3.47312 1.07490 -0.64684 -1.93 -1.30 0.59
C 2.00023 0.54180 -0.67954 1.54 1.38 -0.69
O 1.43394 0.32327 -1.77484 0.15 -0.24 -0.97
O 1.32780 0.41753 0.36997 0.39 0.00 1.92
H 3.46564 2.15912 -0.53508 -0.03 -0.03 -0.46
H 3.93058 0.66837 -1.54883 0.39 0.46 0.24
H 3.86824 0.68235 0.29012 0.47 -0.09 -0.23
C -3.91398 0.82629 -1.30381 -0.26 1.16 -0.90
C -2.47797 0.53017 -1.12532 -0.42 -1.53 0.73
O -2.04369 0.40623 0.04695 0.23 0.35 2.18
O -1.68470 0.26014 -2.04469 0.18 0.30 -1.86
H -4.62350 0.26988 -0.69136 0.45 -0.34 -0.12
H -4.11612 0.79088 -2.37432 -0.42 -0.12 0.15
H -4.01701 1.86186 -0.97964 -0.18 0.20 -0.06
Cl 1.50735 4.44836 4.11626 -0.06 -0.01 -0.05
C 0.04230 4.00291 3.20187 -0.05 -0.97 -0.34
C 0.16096 2.57967 2.57200 0.21 1.54 0.76
Cl 0.36210 1.26173 3.76933 -0.14 0.41 -0.38
H -0.02848 4.67462 2.34636 -0.04 0.14 0.14
H -0.81554 4.14646 3.85884 0.11 -0.19 -0.07
H 1.05739 2.65766 1.95683 -0.17 -0.64 -0.13
H -0.74349 2.41815 1.98550 0.16 -0.32 -0.04
Cl 2.68432 -3.01771 -1.46451 -0.11 -0.60 0.60
C 1.79417 -4.17886 -0.35767 -0.78 1.30 -1.07
C 0.28763 -4.05587 -0.70603 1.36 -1.14 -0.43
Cl -0.31478 -2.41428 -0.50062 -0.90 -0.56 0.40
H 1.95961 -3.83395 0.66299 0.17 -0.33 -0.16
H 2.17051 -5.17450 -0.59255 -0.11 0.11 0.29
H -0.27776 -4.77190 -0.10959 -0.19 0.44 0.28
H 0.10383 -4.30174 -1.75191 0.19 0.06 0.04
Cl 0.62591 -2.29718 2.69055 0.98 -0.18 0.26
C 2.40105 -2.50699 3.06954 -0.32 0.24 -0.01
C 2.74025 -1.85765 4.38553 -0.41 0.18 0.93
Cl 4.47543 -2.02869 4.67631 0.59 -0.13 -0.03
H 2.99255 -2.08629 2.25636 -0.26 0.05 -0.04
H 2.60678 -3.57308 3.16566 -0.16 0.05 -0.20
H 2.25035 -2.37241 5.21204 -0.09 -0.08 -0.15
H 2.52160 -0.79924 4.52719 -0.18 -0.08 -0.67
Cl -0.07531 1.38952 -6.52951 0.56 0.51 -1.46
C -0.47961 0.27007 -5.26272 -0.87 0.03 1.20
C -0.27990 -1.20379 -5.60738 0.36 0.45 -0.04
Cl -0.64097 -2.23176 -4.16704 0.08 0.32 -0.51
H -1.52229 0.51658 -5.06230 0.01 -0.51 0.30
H 0.09509 0.64881 -4.41751 0.02 -0.81 0.20
H 0.75110 -1.38174 -5.91309 -0.02 -0.08 0.23
H -0.91688 -1.50932 -6.43744 -0.13 0.01 0.25
Cl -2.44627 3.48095 -3.10594 -0.06 0.35 0.02
C -0.93086 4.38735 -3.41933 0.93 -1.65 0.48
C 0.26593 3.54349 -2.85414 -0.46 0.52 -0.40
Cl 0.15228 3.22857 -1.09395 -0.11 0.22 -0.07
H -0.98562 5.38496 -2.98358 -0.06 -0.19 -0.15
H -0.83689 4.36317 -4.50500 0.12 0.47 0.11
H 1.21715 4.04929 -3.01978 -0.14 0.18 0.04
H 0.34225 2.56698 -3.33238 -0.28 0.10 0.05
Cl -2.35800 -0.34873 5.42317 -0.11 0.49 0.37
C -2.69528 -1.14038 3.89775 0.20 -0.32 -0.96
C -2.31681 -2.58822 4.00066 -0.25 -0.92 -0.38
Cl -3.65578 -3.46639 4.73735 -0.78 -0.65 0.94
H -2.15772 -0.67338 3.07250 0.29 0.26 0.26
H -3.75281 -1.08540 3.63949 0.03 0.20 0.29
H -1.42606 -2.81669 4.58586 -0.07 0.34 -0.21
H -2.29122 -3.11075 3.04441 0.58 0.58 -0.25
```
Positions in Å, forces in eV/Å.

Output
strongest force on any atom: 2.40 eV/Å
energy relative to the best compared isomer or geometry (same formula, charge and spin): 0.00 kcal/mol
LUMO: 0.008 Eh
E: -6651.19345 Ha
total charge: 0

***

The following is a DFT calculation (wB97M-V/def2-TZVPD) of a molecular structure, C16H30IrN3OPSi in a non-equilibrium geometry.

Geometry as XYZ:
```
53
Properties=species:S:1:pos:R:3:forces:R:3
Ir -0.11139 -0.09543 0.02675 3.55 0.17 -0.08
Si 0.17605 -1.96158 -1.30892 0.90 -1.72 -0.46
P 0.72942 1.23531 -1.56702 -0.38 0.86 -1.32
N -1.82839 0.44091 0.24843 -4.32 1.03 -0.22
H 2.59486 0.86915 0.29419 -0.04 1.56 -1.57
C 0.89105 3.04721 -1.31861 0.27 0.15 -0.34
H 1.06382 3.55024 -2.28441 0.04 -0.03 0.30
H 1.72361 3.24784 -0.63052 -0.26 0.05 -0.16
H -0.05199 3.42324 -0.89510 0.33 -0.19 0.00
C 2.15651 0.76960 -2.63122 0.07 0.36 0.02
H 2.27054 1.51872 -3.43323 0.03 -0.23 0.27
H 1.99998 -0.21656 -3.09452 -0.02 0.30 0.32
H 3.06226 0.75265 -2.00949 -0.17 -0.08 -0.28
C -0.65567 1.26856 -2.81981 0.28 0.10 -0.11
H -0.36752 1.85289 -3.70296 0.04 -0.01 0.15
H -1.54594 1.72343 -2.37896 0.11 -0.01 0.11
H -0.92595 0.26475 -3.15388 0.14 0.05 0.14
C 1.88621 -2.80021 -1.33451 0.06 -0.52 -0.13
H 2.31776 -2.91733 -0.33431 -0.19 0.16 -0.23
H 2.62015 -2.25891 -1.94294 -0.14 0.04 0.14
H 1.78948 -3.80621 -1.76623 -0.02 0.13 -0.05
H -0.70663 -2.99889 -0.68742 -0.21 -0.24 -0.34
H -0.13557 -1.75787 -2.74164 -0.34 -0.22 -0.30
C -3.12062 0.30578 -0.01805 -0.42 0.08 -0.16
C -5.38309 1.13848 0.30604 -0.01 -0.01 -0.03
C -4.03184 1.23921 0.56075 0.22 -0.26 -0.06
C -3.63430 -0.72257 -0.88534 0.42 0.36 0.36
C -4.99561 -0.79623 -1.12800 0.42 -0.04 0.04
C -5.86633 0.12383 -0.53932 -0.05 0.12 0.13
H -6.06768 1.84929 0.76751 0.05 -0.18 -0.17
H -3.56195 1.99868 1.19390 -0.49 -0.13 -0.16
H -2.89770 -1.41464 -1.31081 -0.43 0.20 0.10
H -5.37067 -1.58430 -1.77900 -0.04 0.20 0.13
H -6.92936 0.04266 -0.73857 0.06 0.07 0.05
C 3.07366 0.18867 0.96303 0.55 -0.04 0.17
O 2.28409 -0.86065 0.74450 -0.31 -1.53 0.96
C 2.90727 0.99612 2.25609 -0.17 -0.10 0.67
H 3.80096 1.60922 2.38955 -0.16 0.14 0.08
H 2.80318 0.36794 3.15196 -0.02 0.03 -0.24
H 2.02479 1.65161 2.16076 0.30 -0.29 0.25
C 4.53946 -0.02890 0.57228 -0.31 0.20 0.16
H 4.97670 0.97042 0.50104 0.39 -0.24 -0.17
H 4.56860 -0.55250 -0.38560 0.17 0.11 0.08
H 5.08806 -0.61688 1.32234 -0.21 0.16 -0.17
N -0.73671 -0.84564 4.07082 0.35 -0.56 -0.09
C -0.05931 -2.03941 3.78422 -0.24 0.37 -0.71
C 0.23081 -2.00447 2.43931 -0.70 1.09 1.21
N -0.27611 -0.79918 1.93948 0.44 -0.50 2.23
C -0.84168 -0.12211 2.94114 0.96 -1.82 -0.39
H -1.11193 -0.56461 4.96094 0.09 -0.11 0.02
H 0.13076 -2.80821 4.52072 -0.10 0.28 -0.05
H 0.76767 -2.72452 1.83631 -0.18 0.32 0.00
H -1.26375 0.85139 2.86834 -0.28 0.36 -0.08
```
Positions in Å, forces in eV/Å.

Output
strongest force on any atom: 4.45 eV/Å
LUMO (spin up / spin down): 0.013 / -0.072 Eh
E: -1602.08739 Ha
multiplicity: 6
total charge: 0
⟨S²⟩: 8.82